{"formula": "C5H9Cl2N4", "method": "wB97M-V/def2-TZVPD", "orbital_gap_ev": 10.090, "total_charge": 1, "lumo_ev": -3.36, "energy_ha": -1335.02921, "de_lowest_kj_mol": 164.2, "elements": ["C", "C", "C", "C", "C", "N", "N", "N", "N", "Cl", "Cl", "H", "H", "H", "H", "H", "H", "H", "H", "H"], "xyz": [[2.329, 0.566, 0.143], [-1.887, 0.547, -0.635], [-0.244, -0.713, 0.651], [1.013, -1.212, -0.500], [-0.059, 0.779, 0.691], [2.178, -0.550, -0.458], [1.347, 1.210, 0.853], [-0.646, 1.203, -0.584], [-1.570, -0.916, -0.052], [3.838, 1.366, 0.000], [1.250, -2.966, -0.209], [-2.582, 1.065, 0.086], [-2.288, 0.539, -1.553], [-0.173, -1.028, 1.601], [0.391, -1.243, -1.471], [-0.500, 1.164, 1.596], [1.566, 2.046, 1.433], [-0.067, 1.074, -1.409], [-2.309, -1.310, 0.547], [-1.586, -1.620, -0.731]], "nbo_charge": [0.45, -0.04, -0.10, 0.01, 0.09, -0.55, -0.62, -0.60, -0.54, 0.10, -0.02, 0.22, 0.23, 0.23, 0.19, 0.22, 0.45, 0.40, 0.44, 0.43]}

=====

{"formula": "C33H62O2", "method": "wB97M-V/def2-TZVPD", "orbital_gap_ev": 9.691, "total_charge": 0, "lumo_ev": 0.63, "energy_ha": -1445.06803, "elements": ["C", "C", "C", "C", "C", "C", "O", "C", "O", "C", "C", "C", "C", "C", "C", "C", "C", "H", "H", "H", "H", "H", "H", "H", "H", "H", "H", "H", "H", "H", "H", "H", "H", "H", "H", "H", "H", "C", "C", "C", "C", "C", "C", "H", "H", "H", "H", "H", "H", "H", "H", "H", "H", "H", "H", "H", "H", "C", "C", "C", "C", "C", "C", "H", "H", "H", "H", "H", "H", "H", "H", "H", "H", "H", "H", "H", "H", "C", "C", "C", "C", "C", "C", "H", "H", "H", "H", "H", "H", "H", "H", "H", "H", "H", "H", "H", "H"], "xyz": [[4.802, 0.630, 0.618], [4.673, -0.364, 1.804], [5.265, -1.745, 1.483], [6.818, -1.543, 1.335], [5.082, -2.811, 2.581], [5.482, -4.164, 1.919], [4.316, -4.679, 1.296], [3.176, -4.348, 1.976], [2.091, -4.845, 1.823], [3.637, -3.258, 2.950], [2.627, -2.241, 3.527], [1.529, -1.742, 2.610], [0.489, -1.053, 3.209], [-0.551, -0.505, 2.510], [-0.597, -0.658, 1.132], [0.421, -1.346, 0.528], [1.479, -1.864, 1.237], [5.756, 0.526, 0.094], [3.997, 0.480, -0.109], [4.751, 1.644, 1.026], [5.200, 0.083, 2.659], [3.611, -0.371, 2.063], [4.894, -2.135, 0.528], [7.313, -1.963, 2.223], [7.237, -2.073, 0.477], [7.095, -0.487, 1.333], [5.558, -2.619, 3.545], [5.780, -4.905, 2.684], [6.371, -4.145, 1.286], [3.853, -3.887, 3.838], [3.193, -1.366, 3.875], [2.182, -2.681, 4.426], [0.505, -0.907, 4.290], [-1.318, 0.052, 3.041], [-1.417, -0.225, 0.570], [0.337, -1.456, -0.551], [2.278, -2.384, 0.716], [-0.825, -3.881, -2.079], [-0.829, -4.367, -3.524], [-0.097, -3.427, -4.480], [-0.698, -2.025, -4.595], [-2.162, -1.982, -5.031], [-2.393, -2.558, -6.424], [-1.342, -2.926, -1.972], [-1.327, -4.602, -1.433], [0.198, -3.762, -1.713], [-1.859, -4.524, -3.856], [-0.345, -5.347, -3.565], [-0.057, -3.890, -5.470], [0.944, -3.331, -4.155], [-0.099, -1.449, -5.308], [-0.601, -1.505, -3.637], [-2.494, -0.939, -5.026], [-2.792, -2.506, -4.307], [-1.808, -2.016, -7.171], [-3.447, -2.475, -6.696], [-2.123, -3.614, -6.475], [-0.901, 0.812, 6.449], [-1.379, 2.050, 7.200], [-2.018, 3.098, 6.289], [-1.087, 3.685, 5.227], [0.181, 4.344, 5.769], [-0.099, 5.544, 6.668], [-0.123, 1.057, 5.723], [-0.485, 0.081, 7.145], [-1.729, 0.335, 5.920], [-0.546, 2.485, 7.758], [-2.117, 1.743, 7.946], [-2.423, 3.904, 6.908], [-2.880, 2.649, 5.784], [-1.649, 4.424, 4.645], [-0.801, 2.903, 4.517], [0.787, 4.676, 4.922], [0.788, 3.613, 6.311], [-0.665, 6.308, 6.132], [0.837, 5.994, 7.004], [-0.663, 5.260, 7.558], [-4.947, 5.112, -4.268], [-5.283, 3.624, -4.316], [-4.049, 2.727, -4.389], [-3.183, 2.915, -5.636], [-3.909, 2.708, -6.965], [-4.448, 1.292, -7.142], [-4.425, 5.438, -5.168], [-5.858, 5.705, -4.181], [-4.318, 5.339, -3.404], [-5.950, 3.426, -5.159], [-5.847, 3.365, -3.416], [-4.367, 1.682, -4.318], [-3.427, 2.908, -3.506], [-2.340, 2.218, -5.580], [-2.742, 3.916, -5.628], [-3.208, 2.919, -7.777], [-4.725, 3.428, -7.071], [-3.639, 0.560, -7.087], [-4.928, 1.189, -8.117], [-5.190, 1.044, -6.382]], "mulliken_charge": [-1.39, -0.36, 1.06, -1.74, -0.42, -0.84, -0.39, 0.37, -0.59, -0.05, -1.55, 0.49, -0.50, -0.29, -0.71, -0.64, 0.06, 0.36, 0.34, 0.37, 0.38, -0.13, 0.26, 0.43, 0.34, 0.45, 0.60, 0.32, 0.45, 0.34, 0.36, 0.64, 0.38, 0.37, 0.42, 0.49, 0.28, -0.98, -0.46, -0.77, -0.52, 0.09, -1.34, 0.21, 0.42, 0.19, 0.27, 0.38, 0.32, 0.38, 0.41, 0.13, -0.01, 0.26, 0.28, 0.36, 0.41, -1.01, -0.49, -0.71, -0.50, -0.37, -1.23, 0.17, 0.42, 0.30, 0.27, 0.34, 0.32, 0.37, 0.39, 0.15, 0.38, 0.24, 0.30, 0.38, 0.29, -1.21, -0.51, -0.48, -0.67, -0.43, -1.01, 0.29, 0.38, 0.29, 0.24, 0.39, 0.20, 0.40, 0.34, 0.35, 0.36, 0.26, 0.13, 0.40, 0.28]}